# C84H98F25N12O12S6V

C84H98F25N12O12S6V as an isolated structure at a distorted geometry (ωB97M-V/def2-TZVPD, the Open Molecules 2025 dataset).

* 2S+1: 3
* HOMO-LUMO gap (spin up / spin down): 0.2179 / 0.2467 Eh
* net charge: 0

Atoms and positions in Å:
V -0.4858 -3.1654 -0.2664
C 2.0743 0.5112 -0.7538
F 2.8224 0.1846 -1.7174
F 2.5086 1.5892 -0.1421
F 0.8614 0.7980 -1.2388
S 1.8657 -1.0436 0.4475
O 2.5430 -2.2008 -0.1797
O 2.4482 -0.5932 1.7147
N 0.0790 -1.3489 0.4364
S -0.3808 -0.2168 1.4995
O -0.5374 -0.8432 2.8267
O 0.3853 1.0589 1.4875
C -2.1878 0.1219 0.8012
F -2.1375 0.5123 -0.4711
F -2.9174 -1.0351 0.8211
F -2.7507 1.0962 1.5163
C -4.6012 -4.0437 -1.1270
F -4.5382 -2.8682 -0.5747
F -5.7529 -4.6034 -0.7757
F -4.4515 -3.9150 -2.4810
S -3.2549 -5.1613 -0.3797
O -3.9163 -6.2461 0.2690
O -2.3733 -5.5959 -1.4351
N -2.1131 -4.0913 0.5181
S -2.7677 -4.2053 1.9863
O -2.1695 -3.1331 2.7637
O -4.2345 -4.3139 2.0915
C -1.9046 -5.8466 2.6768
F -1.1115 -6.3982 1.7776
F -1.1258 -5.5634 3.7313
F -2.7988 -6.6918 3.0927
C -0.1855 -3.6127 -4.4530
F 0.2863 -4.2491 -5.5257
F -0.6874 -2.4311 -4.7891
F -1.0974 -4.3352 -3.9229
S 1.2528 -3.2810 -3.1714
O 2.5251 -3.7069 -3.6843
O 1.2246 -1.8420 -2.8317
N 0.6514 -4.0322 -1.6614
S 1.1473 -5.5586 -1.8083
O 0.3361 -6.1758 -0.7878
O 1.0009 -6.1265 -3.1815
C 3.0194 -5.5823 -1.1703
F 3.0300 -5.5043 0.1492
F 3.5486 -6.8036 -1.4519
F 3.8709 -4.5908 -1.6500
C -1.4710 4.1592 -0.0076
C -0.1422 4.1473 -0.7770
C -0.3469 4.1275 -2.3565
C -1.2500 3.0571 -2.9016
N -1.9052 2.2509 -3.3746
H -1.4917 4.1210 1.0816
H -1.9398 3.2040 -0.2440
H -2.1299 4.9535 -0.3584
H 0.4903 3.3087 -0.4858
H 0.3878 5.0499 -0.4725
H 0.6030 4.0469 -2.8849
H -0.6589 5.0837 -2.7764
C 4.7553 4.1466 -5.6775
C 5.1456 2.6652 -5.1510
C 5.6536 2.6970 -3.6985
C 4.7113 3.3359 -2.7868
N 3.9969 3.7692 -2.0017
H 3.9122 4.4920 -5.0791
H 4.3945 4.1679 -6.7059
H 5.5721 4.8662 -5.6217
H 5.8609 2.1965 -5.8268
H 4.2380 2.0620 -5.1702
H 6.6248 3.1566 -3.5150
H 5.7867 1.6880 -3.3083
C -6.6207 5.0315 -0.1031
C -5.4061 4.0795 -0.2610
C -4.8944 4.0172 -1.7150
C -4.5332 5.3416 -2.2637
N -4.2827 6.3870 -2.7263
H -6.3334 6.0809 -0.0381
H -7.0474 4.7886 0.8701
H -7.3398 4.8605 -0.9042
H -5.6361 3.0682 0.0742
H -4.6302 4.4774 0.3930
H -5.6328 3.5412 -2.3602
H -4.0737 3.3089 -1.8275
C 1.9465 1.1432 4.4991
C 2.8024 1.3814 5.7974
C 2.6153 0.3191 6.9577
C 1.2912 0.1560 7.4377
N 0.1896 0.0229 7.8027
H 1.7873 2.0201 3.8716
H 0.9743 0.7727 4.8241
H 2.3954 0.4019 3.8379
H 2.5429 2.3526 6.2186
H 3.8624 1.3905 5.5439
H 3.3141 0.5868 7.7503
H 2.8358 -0.6790 6.5792
C 0.5179 -2.8166 5.3375
C 1.9424 -3.0150 4.7915
C 2.1257 -4.1832 3.7860
C 1.3228 -4.1095 2.5511
N 0.6701 -4.0071 1.5953
H -0.2754 -2.7628 4.5919
H 0.5482 -1.8912 5.9126
H 0.1928 -3.6662 5.9380
H 2.6572 -3.2505 5.5800
H 2.2891 -2.0551 4.4087
H 1.7488 -5.0910 4.2571
H 3.1678 -4.3148 3.4947
C 5.0903 2.2699 2.6616
C 5.9710 2.6074 1.4371
C 6.4763 1.3986 0.6216
C 7.3009 1.8074 -0.4927
N 7.9366 2.1592 -1.4141
H 4.7522 3.1995 3.1195
H 5.7328 1.7572 3.3774
H 4.2517 1.6467 2.3509
H 6.7414 3.3147 1.7443
H 5.3063 3.2017 0.8101
H 5.6489 0.8336 0.1922
H 7.1042 0.7012 1.1761
C -4.6154 -1.4463 4.3413
C -3.3683 -0.5345 4.6536
C -3.3452 0.0362 6.0782
C -3.7186 -0.8610 7.1449
N -4.0895 -1.6287 7.9775
H -4.9572 -2.1009 5.1430
H -4.4447 -2.0935 3.4810
H -5.4599 -0.8097 4.0774
H -3.2553 0.2225 3.8776
H -2.4492 -1.1088 4.5365
H -4.0283 0.8856 6.0739
H -2.3622 0.4789 6.2391
C -5.2724 0.5529 -4.0808
C -4.4309 -0.1369 -3.0157
C -3.4731 -1.2013 -3.5428
C -2.5465 -1.7692 -2.5773
N -1.8127 -2.2591 -1.7610
H -5.8830 -0.2183 -4.5504
H -4.5790 1.0329 -4.7713
H -5.9465 1.3186 -3.6969
H -5.0486 -0.6732 -2.2954
H -3.8819 0.6851 -2.5565
H -2.7863 -0.8733 -4.3230
H -4.0773 -2.0162 -3.9416
C 3.1838 -0.0185 -10.3607
C 2.4856 1.0259 -9.4165
C 3.1831 1.2105 -8.0382
C 3.0952 0.0571 -7.1651
N 3.0156 -0.8971 -6.5075
H 2.8388 0.1097 -11.3866
H 2.8911 -1.0304 -10.0806
H 4.2711 0.0327 -10.3036
H 1.4315 0.7575 -9.3461
H 2.5645 2.0125 -9.8731
H 2.8056 2.0469 -7.4499
H 4.2231 1.4293 -8.2801
F 7.1180 -5.7474 2.3341
C 6.4891 -4.6398 2.4351
C 6.4440 -4.0623 3.7193
C 5.6860 -2.9074 3.8492
C 5.1483 -2.2303 2.7202
C 5.3439 -2.7669 1.4301
C 5.9689 -4.0132 1.2783
H 6.8276 -4.5567 4.5996
H 5.5847 -2.5780 4.8727
H 4.5940 -1.3115 2.8427
H 5.1434 -2.1901 0.5393
H 6.0660 -4.4660 0.3027
F -9.8121 -0.2406 -2.7320
C -8.9650 -0.5338 -1.7454
C -8.8841 -1.8046 -1.2311
C -7.9374 -2.1222 -0.2617
C -7.1582 -1.1069 0.2447
C -7.2382 0.1538 -0.2792
C -8.1506 0.4566 -1.2917
H -9.4573 -2.6207 -1.6457
H -7.8556 -3.1487 0.0637
H -6.5120 -1.3119 1.0854
H -6.6400 0.9082 0.2100
H -8.0947 1.4610 -1.6850
F 3.7429 6.9269 0.3893
C 2.8181 6.3551 1.2250
C 1.9956 7.1982 1.9591
C 0.9634 6.6489 2.8069
C 0.8028 5.2568 2.8331
C 1.6700 4.4076 2.0938
C 2.6696 4.9978 1.2758
H 2.0372 8.2371 1.6672
H 0.3599 7.3071 3.4142
H 0.0326 4.8385 3.4640
H 1.5808 3.3419 1.9433
H 3.2948 4.3930 0.6357
F 7.0131 -1.1954 -1.0775
C 6.6480 -1.0599 -2.3206
C 7.5087 -0.4575 -3.2511
C 7.1995 -0.4441 -4.6245
C 5.9959 -1.0408 -5.0557
C 5.0879 -1.5205 -4.0840
C 5.4412 -1.5093 -2.7489
H 8.4853 -0.0441 -3.0469
H 7.8461 0.0556 -5.3305
H 5.6751 -1.0414 -6.0869
H 4.0958 -1.7867 -4.4175
H 4.7602 -1.9424 -2.0312
F -4.2105 -8.4147 6.1713
C -3.7424 -7.1722 6.1279
C -4.4260 -6.1580 5.4785
C -3.9069 -4.8681 5.4984
C -2.6495 -4.6128 6.1371
C -2.0216 -5.6129 6.9205
C -2.5760 -6.8977 6.8575
H -5.3664 -6.3969 5.0042
H -4.4872 -4.0802 5.0413
H -2.2846 -3.5964 6.1508
H -1.1444 -5.3992 7.5131
H -2.1012 -7.7673 7.2874
F -0.0337 -0.2639 -5.9542
C 0.1835 1.0728 -5.8595
C 1.0776 1.5046 -4.8966
C 1.4836 2.8262 -4.8897
C 0.9733 3.6872 -5.8170
C 0.0439 3.2812 -6.7441
C -0.3247 1.9205 -6.7960
H 1.4274 0.7867 -4.1695
H 2.1467 3.1469 -4.0998
H 1.2373 4.7329 -5.7598
H -0.3597 3.9772 -7.4646
H -1.0004 1.5781 -7.5657
F -2.4119 2.9817 3.4360
C -3.5452 3.7734 3.4688
C -3.5038 5.1211 3.7004
C -4.6966 5.8476 3.8024
C -5.9338 5.2047 3.7362
C -5.9737 3.8521 3.5430
C -4.7754 3.1560 3.3992
H -2.5487 5.5978 3.8644
H -4.6802 6.9272 3.7789
H -6.8120 5.8311 3.7889
H -6.9126 3.3361 3.4068
H -4.8785 2.0820 3.3512

***

# C85H99F8N18O19S8

C85H99F8N18O19S8 as an isolated structure at a distorted geometry (ωB97M-V/def2-TZVPD, the Open Molecules 2025 dataset).

* HOMO-LUMO gap: 0.1722 Eh
* net charge: +9

Atoms and positions in Å:
C -1.9953 -2.6067 -7.9080
N -2.0553 -2.4556 -6.4388
C -2.8244 -3.2025 -5.6692
C -2.9444 -2.8845 -4.3413
C -2.3139 -1.7309 -3.8137
C -1.3819 -1.0643 -4.6181
C -1.3612 -1.3833 -5.9464
C -2.5919 -1.2621 -2.4408
C -2.4199 -2.0576 -1.3361
C -2.4369 -1.4683 -0.0864
N -2.7479 -0.1528 0.1228
C -3.1165 0.5800 -0.9363
C -2.9942 0.0646 -2.2552
C -2.7031 0.4368 1.4709
H -1.9658 -1.6230 -8.2991
H -2.7807 -3.1536 -8.2684
H -0.9929 -3.0343 -8.1725
H -3.3520 -4.0642 -6.1553
H -3.6567 -3.3444 -3.6734
H -0.8805 -0.1949 -4.2851
H -0.6634 -0.9688 -6.6168
H -2.1688 -3.0860 -1.4061
H -2.1503 -2.0300 0.8256
H -3.3504 1.5832 -0.7485
H -3.3671 0.6690 -3.1198
H -1.7423 0.8586 1.6703
H -3.0218 -0.3750 2.1952
H -3.4528 1.2402 1.5151
C 10.0721 -12.9838 -6.5408
N 9.4282 -11.9317 -5.6327
C 8.3246 -12.3047 -4.9843
C 7.4747 -11.4355 -4.2772
C 7.8656 -10.1069 -4.1628
C 8.9749 -9.7522 -4.9460
C 9.7555 -10.6373 -5.6020
C 7.0929 -9.1829 -3.2977
C 7.7164 -8.1418 -2.5112
C 6.9119 -7.3774 -1.6634
N 5.5985 -7.6398 -1.6138
C 4.9448 -8.5475 -2.4146
C 5.6926 -9.3514 -3.1968
C 4.7492 -6.6396 -0.8496
H 9.4741 -13.0061 -7.4409
H 10.0424 -13.8850 -5.9347
H 11.1272 -12.6566 -6.6911
H 8.0243 -13.3585 -5.1014
H 6.6109 -11.8520 -3.7091
H 9.3277 -8.7670 -4.9817
H 10.5814 -10.3432 -6.2156
H 8.7594 -8.0597 -2.5605
H 7.3949 -6.6949 -0.9844
H 3.8697 -8.7178 -2.2198
H 5.2201 -10.0866 -3.7667
H 5.2368 -6.3622 0.0858
H 3.8842 -7.1698 -0.5405
H 4.4341 -5.7778 -1.4263
C -11.2152 -6.8919 -1.5511
N -10.5586 -5.9088 -0.6320
C -10.6182 -6.0153 0.6390
C -10.0259 -4.9971 1.4539
C -9.4535 -3.8914 0.8519
C -9.3123 -3.8486 -0.5411
C -9.9166 -4.8522 -1.2377
C -8.9825 -2.8755 1.7811
C -9.6559 -1.6943 1.8073
C -9.2441 -0.6650 2.5946
N -8.0561 -0.7887 3.2901
C -7.3269 -1.9012 3.0919
C -7.7612 -2.9997 2.4554
C -7.6460 0.3663 4.2251
H -12.2275 -7.2207 -1.1217
H -10.6368 -7.7271 -1.6498
H -11.4189 -6.3833 -2.4752
H -11.2359 -6.7612 1.1311
H -10.0075 -5.0657 2.4978
H -8.6586 -3.1142 -0.9706
H -9.8153 -4.8356 -2.2637
H -10.5940 -1.6339 1.2340
H -9.7890 0.2616 2.6017
H -6.4271 -1.9360 3.7761
H -7.1262 -3.9267 2.4226
H -8.1073 0.1499 5.2054
H -8.0849 1.2442 3.7553
H -6.5581 0.4112 4.3199
C -4.0592 -4.1221 11.6658
N -3.2947 -4.7254 12.8491
C -2.4654 -5.7171 12.6413
C -1.6665 -6.1478 13.7365
C -1.7082 -5.4703 14.9661
C -2.6613 -4.4638 15.1003
C -3.4379 -4.1254 14.0128
C -0.9393 -5.8576 16.1476
C -1.3979 -6.9714 16.8919
C -0.5725 -7.5626 17.8261
N 0.4946 -6.8345 18.2566
C 0.8636 -5.7256 17.6641
C 0.2294 -5.2868 16.5088
C 1.3713 -7.3335 19.3615
H -4.5351 -4.8946 11.0922
H -3.3812 -3.5878 11.0468
H -4.8405 -3.4721 12.0293
H -2.3361 -6.1214 11.6241
H -1.1047 -7.0564 13.5627
H -2.8572 -3.8590 16.0355
H -4.2061 -3.4002 14.2347
H -2.2674 -7.4875 16.5962
H -0.8537 -8.3914 18.3697
H 1.7304 -5.1773 18.1061
H 0.5555 -4.3561 15.9941
H 1.7674 -6.4449 19.8750
H 2.1174 -7.9935 18.9528
H 0.7253 -7.8778 20.0272
C -4.0094 6.9663 -1.4922
N -5.2145 7.9236 -1.4668
C -5.8546 8.2202 -0.3252
C -6.9844 9.0045 -0.3112
C -7.4281 9.5803 -1.4641
C -6.6983 9.3928 -2.6256
C -5.5978 8.5648 -2.5585
C -8.7092 10.2913 -1.4789
C -9.1748 11.0719 -0.3959
C -10.3535 11.6976 -0.5110
N -11.1759 11.3957 -1.5436
C -10.8697 10.5844 -2.5395
C -9.6077 10.0471 -2.5377
C -12.5346 12.0274 -1.5961
H -3.0866 7.4136 -1.1278
H -3.7266 6.7635 -2.5409
H -4.2841 6.0936 -0.8360
H -5.5350 7.7052 0.5513
H -7.5175 9.0190 0.6467
H -6.8970 9.8612 -3.5767
H -5.0073 8.5408 -3.4732
H -8.5438 11.2978 0.5138
H -10.6415 12.4181 0.2064
H -11.6829 10.4323 -3.2798
H -9.3389 9.3723 -3.2872
H -12.6399 12.5973 -0.6822
H -13.3032 11.2738 -1.5579
H -12.6223 12.6742 -2.4770
C 9.4315 12.8682 6.8524
N 8.6512 12.2510 5.7433
C 7.3100 12.3460 5.6242
C 6.6997 11.8322 4.4798
C 7.4790 11.0633 3.5418
C 8.8347 11.0777 3.6907
C 9.4188 11.6686 4.8155
C 6.8428 10.3312 2.4578
C 7.4579 9.2875 1.8378
C 6.7460 8.6599 0.7799
N 5.5579 9.0511 0.3580
C 4.9710 10.0807 0.9277
C 5.5712 10.7163 1.9876
C 4.8321 8.3653 -0.8099
H 10.2000 12.0874 7.1345
H 8.7400 13.0328 7.6937
H 9.8202 13.8176 6.5284
H 6.7002 12.8113 6.3538
H 5.6844 12.0126 4.4140
H 9.5029 10.5973 3.0214
H 10.4645 11.5554 4.9877
H 8.3993 8.7961 2.1550
H 7.1367 7.8802 0.2124
H 3.9521 10.4145 0.7219
H 5.0713 11.6303 2.3956
H 5.5270 7.6467 -1.2276
H 4.5642 9.1355 -1.5135
H 3.8594 8.0599 -0.3803
C 11.2652 -1.5912 -14.0487
N 10.1129 -1.4923 -13.1199
C 9.8663 -2.5196 -12.2681
C 8.8445 -2.4414 -11.2900
C 8.1768 -1.2316 -11.1557
C 8.3993 -0.2102 -12.1456
C 9.3448 -0.4316 -13.1186
C 7.2872 -0.9748 -10.0416
C 6.1295 -0.2042 -10.2757
C 5.2063 -0.0277 -9.2987
N 5.3548 -0.7016 -8.1371
C 6.4129 -1.5693 -7.9460
C 7.4160 -1.7133 -8.8430
C 4.4244 -0.5360 -7.0547
H 11.4008 -0.6332 -14.5169
H 11.0052 -2.2363 -14.8513
H 12.1404 -1.8918 -13.3920
H 10.4841 -3.3597 -12.4012
H 8.6951 -3.3207 -10.6417
H 7.9231 0.7685 -12.1075
H 9.5938 0.4097 -13.8009
H 5.8333 0.3607 -11.1819
H 4.3205 0.5902 -9.4827
H 6.4205 -2.0277 -6.9968
H 8.2249 -2.3837 -8.6675
H 4.7727 0.0859 -6.2322
H 4.1416 -1.4729 -6.6167
H 3.5709 -0.0617 -7.5451
N -3.6221 -3.0228 5.3515
S -3.2052 -2.3176 4.0684
O -4.0934 -2.6320 2.9922
O -1.7803 -2.2748 3.8690
F -3.6491 -0.8229 4.3440
S -2.9111 -2.4913 6.6962
O -1.9199 -1.4690 6.6533
O -2.6949 -3.5611 7.5785
F -4.2165 -1.7518 7.2696
N -0.2969 7.8018 -1.8019
S -0.6889 9.3115 -1.9666
O 0.2286 10.3201 -1.4903
O -2.1096 9.3407 -1.5348
F -0.6608 9.3941 -3.5404
S 1.0706 7.1893 -1.3013
O 0.8395 5.9640 -0.6250
O 1.9775 8.1713 -0.7122
F 1.8655 6.8441 -2.6393
N 4.9774 -2.5396 -4.1603
S 6.3009 -3.4177 -4.1910
O 7.3138 -3.2309 -3.1701
O 6.7302 -3.4100 -5.6046
F 5.8423 -4.9097 -3.8745
S 4.1583 -2.4905 -2.7932
O 3.5604 -3.7767 -2.4462
O 3.3539 -1.2717 -2.7442
F 5.3311 -2.2522 -1.7485
N -5.9290 1.0566 0.3157
S -6.8901 2.2506 0.2844
O -7.8331 2.3457 -0.7535
O -6.1887 3.4429 0.6131
F -7.8442 1.9768 1.5208
S -6.3356 -0.4777 0.2446
O -7.6835 -0.7148 0.4254
O -5.3570 -1.1722 1.0228
F -5.9397 -0.8383 -1.1856
O 1.6820 -1.5909 -5.4649
C 1.7308 -2.4448 -6.5404
O 2.2646 -3.5612 -6.3690
O 1.1999 -1.9814 -7.5365
H 2.3009 -2.0307 -4.8450

***

Question: Among the records above, which one has the highest net charge?
Answer: C85H99F8N18O19S8